Below is a 7-piece molecular cluster, C7H21N7O14 overall, with properties calculated with ωB97M-V/def2-TZVPD.

highest occupied orbital energy: -10.97 eV
SMILES: C[N+](=O)[O-].C[N+](=O)[O-].C[N+](=O)[O-].C[N+](=O)[O-].C[N+](=O)[O-].C[N+](=O)[O-].C[N+](=O)[O-]
HOMO-LUMO gap: 10.226 eV
energy relative to the best compared isomer or geometry (same formula, charge and spin): 6.9 kcal per mole
LUMO energy: -0.740 eV
electronic energy: -46675.6150 eV

Atoms and positions in Å:
C1 -2.890 -3.048 0.573
N1 -3.934 -3.051 1.619
O1 -3.673 -3.589 2.677
O2 -5.002 -2.546 1.340
H1 -2.199 -2.235 0.790
H2 -3.332 -2.864 -0.394
H3 -2.333 -3.978 0.616
C2 0.164 -0.050 0.320
N2 0.909 1.223 0.535
O3 0.970 1.630 1.679
O4 1.415 1.779 -0.416
H4 -0.324 -0.233 1.269
H5 0.871 -0.816 0.021
H6 -0.584 0.148 -0.443
C3 0.045 -4.049 -3.316
N3 -0.176 -2.996 -2.290
O5 -1.304 -2.826 -1.883
O6 0.809 -2.436 -1.854
H7 0.934 -3.794 -3.884
H8 -0.792 -4.024 -4.010
H9 0.157 -5.004 -2.819
C4 -2.478 1.996 3.046
N4 -2.806 1.403 1.719
O7 -3.210 0.257 1.729
O8 -2.602 2.063 0.721
H10 -1.975 1.227 3.621
H11 -3.381 2.381 3.507
H12 -1.778 2.818 2.903
C5 2.246 -4.901 -0.256
N5 2.624 -4.067 0.919
O9 2.966 -4.653 1.926
O10 2.547 -2.867 0.793
H13 1.161 -4.953 -0.269
H14 2.635 -5.906 -0.140
H15 2.687 -4.415 -1.121
C6 -0.080 4.589 0.501
N6 -0.018 5.261 1.837
O11 -0.226 4.574 2.818
O12 0.240 6.443 1.859
H16 0.951 4.502 0.173
H17 -0.629 5.258 -0.153
H18 -0.537 3.621 0.642
C7 3.565 3.900 -1.912
N7 2.614 4.145 -3.044
O13 3.046 4.048 -4.171
O14 1.471 4.437 -2.753
H19 4.385 3.320 -2.313
H20 2.979 3.395 -1.152
H21 3.872 4.880 -1.560

Cartesian forces, eV/Å:
C 0.619 0.330 -0.116
N -0.459 -0.294 -0.040
O 0.155 0.137 -0.032
O 0.135 0.057 0.054
H -0.150 0.034 0.133
H -0.231 -0.080 0.002
H -0.173 -0.121 0.063
C -0.355 0.551 0.097
N 0.060 -0.114 0.401
O 0.002 0.135 -0.051
O 0.026 -0.064 -0.279
H 0.078 -0.377 0.014
H -0.004 -0.055 -0.017
H 0.150 -0.107 -0.166
C -0.044 0.492 -0.950
N 0.401 -0.362 0.410
O -0.190 0.058 -0.155
O 0.002 0.091 -0.171
H 0.174 -0.015 0.291
H -0.174 -0.238 0.315
H -0.129 -0.048 0.112
C 0.676 0.561 -0.055
N 0.293 -0.239 0.348
O -0.056 0.070 -0.210
O -0.072 0.024 -0.039
H -0.355 -0.143 0.156
H -0.168 -0.302 0.019
H -0.123 -0.026 -0.213
C 0.267 -0.155 -0.083
N 0.060 -0.521 0.309
O -0.025 0.117 -0.062
O -0.045 0.237 -0.043
H -0.035 0.249 -0.172
H 0.132 0.058 0.239
H -0.352 0.043 -0.124
C 0.205 0.345 0.312
N -0.162 -0.169 -0.141
O -0.030 0.010 0.131
O 0.071 0.035 -0.015
H -0.030 -0.068 -0.129
H -0.018 -0.106 -0.097
H -0.111 -0.020 -0.099
C -0.540 0.065 -0.207
N -0.004 0.032 0.119
O -0.014 -0.002 -0.065
O 0.111 0.013 -0.003
H 0.101 0.001 0.139
H 0.203 -0.125 0.088
H 0.126 0.008 -0.017

The computed natural (NBO) charges, all in e, follow: atom 1 (C): -0.483, atom 2 (N): 0.532, atom 3 (O): -0.385, atom 4 (O): -0.366, atom 5 (H): 0.238, atom 6 (H): 0.240, atom 7 (H): 0.222, atom 8 (C): -0.491, atom 9 (N): 0.541, atom 10 (O): -0.378, atom 11 (O): -0.402, atom 12 (H): 0.225, atom 13 (H): 0.262, atom 14 (H): 0.242, atom 15 (C): -0.489, atom 16 (N): 0.537, atom 17 (O): -0.381, atom 18 (O): -0.374, atom 19 (H): 0.237, atom 20 (H): 0.241, atom 21 (H): 0.235, atom 22 (C): -0.498, atom 23 (N): 0.540, atom 24 (O): -0.385, atom 25 (O): -0.388, atom 26 (H): 0.237, atom 27 (H): 0.240, atom 28 (H): 0.255, atom 29 (C): -0.488, atom 30 (N): 0.536, atom 31 (O): -0.362, atom 32 (O): -0.379, atom 33 (H): 0.224, atom 34 (H): 0.234, atom 35 (H): 0.237, atom 36 (C): -0.477, atom 37 (N): 0.541, atom 38 (O): -0.398, atom 39 (O): -0.375, atom 40 (H): 0.240, atom 41 (H): 0.236, atom 42 (H): 0.232, atom 43 (C): -0.490, atom 44 (N): 0.539, atom 45 (O): -0.375, atom 46 (O): -0.388, atom 47 (H): 0.230, atom 48 (H): 0.249, atom 49 (H): 0.233